Here is a 3-piece molecular cluster, C5H16N2O2 overall in a non-equilibrium geometry from the Open Molecules 2025 dataset. Energies are from ωB97M-V/def2-TZVPD.

Values from the calculation:
Kohn-Sham gap = 9.06 eV
LUMO = 0.537 eV
Energy relative to the best compared isomer or geometry (same formula, charge and spin) = 58.23 kcal per mole
SMILES string = CN/C=C/CCN.O.O

ORCA input file:
```
! wB97M-V def2-TZVPD RIJCOSX def2/J DEFGRID3
* xyz 0 1
N 1.6432 1.3667 0.3204
H -2.2190 -0.4295 1.2134
C -0.0518 -0.4631 0.5118
H -2.6656 -2.0363 -0.7798
H 3.5206 0.9911 -0.4782
O -0.3964 2.4380 -1.6440
H 2.7603 -0.5538 -0.1104
H -2.4598 0.6361 -1.2415
H -1.6082 0.0501 -2.3189
H 1.9814 1.8939 1.1280
H 0.4707 2.3533 -1.2221
N -2.4008 -0.2548 -1.7386
C -1.8994 -1.3262 -0.8941
H 2.0927 -1.8019 2.7315
H 2.1936 0.3266 -1.4098
H 0.7188 -1.1836 2.6240
H -0.9995 -1.8651 -1.2060
H -1.3122 -1.8985 1.2805
C 2.5435 0.4550 -0.3747
H 0.5894 -1.2990 0.1636
C 0.3777 0.7921 0.6025
H -0.2387 1.5727 1.0566
O 1.1594 -2.0434 2.6349
C -1.4557 -1.0123 0.6309
H -0.4782 1.8578 -2.4002
*
```

=====

Here is a 2-piece molecular cluster, C5H16N4O overall in a non-equilibrium geometry from the Open Molecules 2025 dataset. Energies are from ωB97M-V/def2-TZVPD.

Values from the calculation:
Kohn-Sham gap = 9.00 eV
LUMO = 0.983 eV
Energy relative to the best compared isomer or geometry (same formula, charge and spin) = 117.42 kcal per mole
SMILES string = [H]/N=C(\C)ON.CCN(C)N

ORCA input file:
```
! wB97M-V def2-TZVPD RIJCOSX def2/J DEFGRID3
* xyz 0 1
H 2.9515 0.8484 0.0354
C 1.1443 0.5647 0.6399
H -2.1985 -0.5765 -1.5847
O 0.5941 -0.7014 1.5618
H -0.4945 -2.5159 -0.0367
H 0.8007 -2.6340 1.5136
N 1.4534 -1.8500 1.5566
N -0.0627 1.0986 -2.1215
H -2.3284 1.5450 -1.0114
C 1.2483 1.6765 1.6529
C -1.4167 -2.1901 -0.5106
N -0.4607 0.5197 -0.8497
C -1.1993 -0.9491 -1.3384
H -1.8856 0.9823 0.6295
H -1.1049 2.3972 -0.1019
H -2.2400 -2.1083 0.2044
H 0.5557 1.8899 -1.9304
H -1.5998 -3.0326 -1.1908
H 2.2921 1.7858 1.9534
H 0.5520 0.4254 -2.5832
H 0.6557 1.4872 2.5484
H 0.9277 2.6372 1.2423
C -1.5069 1.3985 -0.3058
N 2.1348 0.2607 -0.1253
H -0.7646 -1.2743 -2.2860
H 1.9523 -1.6848 2.4382
*
```

=====

Here is a 2-piece molecular cluster, C5H16N4O2 overall in a non-equilibrium geometry from the Open Molecules 2025 dataset. Energies are from ωB97M-V/def2-TZVPD.

Values from the calculation:
Kohn-Sham gap = 9.49 eV
LUMO = -6.882 eV
Energy relative to the best compared isomer or geometry (same formula, charge and spin) = 62.44 kcal per mole

ORCA input file:
```
! wB97M-V def2-TZVPD RIJCOSX def2/J DEFGRID3
* xyz 2 1
H -0.0963 -0.0797 3.2276
N -0.1504 0.2525 2.2812
H 2.5777 0.6687 -0.0924
H 1.1174 2.4352 0.9731
O -1.9192 -0.0310 0.0986
H 1.2385 3.0387 -0.5567
C 1.6118 0.8899 -0.3671
H 0.8031 -1.4259 2.0292
C 0.8523 -0.3235 0.1802
C 0.8200 2.1303 0.0389
H -3.6515 -0.6168 -0.8670
C -1.1128 -0.3693 -0.7995
H -1.2225 0.2015 1.9624
N 1.3886 -1.8599 -1.7721
N 0.8395 -0.5094 1.6223
H 0.2501 1.2906 2.4419
H 1.6481 0.8325 -1.5451
H 2.1962 -1.8841 0.0606
O -1.1680 -0.7803 -1.9185
N 1.2449 -1.5811 -0.2800
H -3.5517 1.2262 -0.6933
H 2.1294 -1.4972 -2.3798
H 1.2486 -2.8469 -2.0049
H 0.3783 -1.5126 -2.1178
C -3.3539 0.2398 -0.1361
H -3.9331 -0.0322 0.7343
H -0.1852 2.1440 -0.1201
*
```

=====

Here is a 2-piece molecular cluster, C5H16NO overall in a non-equilibrium geometry from the Open Molecules 2025 dataset. Energies are from ωB97M-V/def2-TZVPD.

Values from the calculation:
Kohn-Sham gap = 10.24 eV
LUMO = -3.563 eV
Energy relative to the best compared isomer or geometry (same formula, charge and spin) = 19.60 kcal per mole

ORCA input file:
```
! wB97M-V def2-TZVPD RIJCOSX def2/J DEFGRID3
* xyz 1 1
H -0.7449 0.1924 -1.2086
C 1.0723 0.3468 -0.0148
C 1.2742 -1.0533 0.5680
H -3.8142 2.5118 -0.5909
O -3.9050 3.4713 -0.5737
H -1.7934 -2.7042 0.9879
H -0.1604 -0.9593 2.1739
H -4.7845 3.6125 -0.1969
H -1.8009 -1.1593 0.1591
H 2.0820 -1.0624 1.2960
H 2.2586 1.8586 -0.8272
H 1.5184 -1.7359 -0.2609
H 0.3139 1.3986 -1.7498
H -0.7565 -2.4629 -0.4590
C 0.3241 0.3951 -1.3250
C -1.1619 -1.9977 0.4426
C 0.0342 -1.6033 1.3184
H 0.5706 0.9469 0.7541
N 2.4136 1.0590 -0.2036
H 0.4399 -2.5127 1.7739
H 2.8362 1.3133 0.6866
H 3.0829 0.4710 -0.7176
H 0.7006 -0.3262 -2.0323
*
```

=====

Here is a 2-piece molecular cluster, C5H16NO overall from the Open Molecules 2025 dataset. Energies are from ωB97M-V/def2-TZVPD.

Values from the calculation:
Kohn-Sham gap = 10.59 eV
LUMO = -2.813 eV
Energy relative to the best compared isomer or geometry (same formula, charge and spin) = 34.08 kcal per mole

ORCA input file:
```
! wB97M-V def2-TZVPD RIJCOSX def2/J DEFGRID3
* xyz 1 1
H 2.0680 1.9220 4.6688
H 1.7172 1.7289 -1.4346
H 0.1170 1.1443 -1.9887
H 0.2217 2.5216 -0.8479
N 0.6111 0.5972 0.0098
H 1.2469 -1.3817 0.5293
H -1.3868 -0.0520 -0.3430
C 3.0020 3.2013 2.5860
O 2.3437 1.9503 2.5982
H 1.9724 0.3520 3.8113
C 0.6720 1.5546 -1.1283
H 1.1447 1.0172 0.8028
C 1.2631 -0.6958 -0.3343
H 2.5901 3.8848 3.3474
H 4.0856 3.0920 2.7607
H 0.7253 -1.1715 -1.1716
H -1.2482 1.3523 0.7605
H 3.5635 1.1292 4.0822
H 2.8498 3.6509 1.5904
C -0.7893 0.3921 0.4708
H -0.8174 -0.2875 1.3391
H 2.3117 -0.5346 -0.6360
C 2.5014 1.3189 3.8533
*
```

=====

Here is a 2-piece molecular cluster, C5H16NO overall in a non-equilibrium geometry from the Open Molecules 2025 dataset. Energies are from ωB97M-V/def2-TZVPD.

Values from the calculation:
Kohn-Sham gap = 11.71 eV
LUMO = -3.301 eV
Energy relative to the best compared isomer or geometry (same formula, charge and spin) = 22.85 kcal per mole

ORCA input file:
```
! wB97M-V def2-TZVPD RIJCOSX def2/J DEFGRID3
* xyz 1 1
O -0.9697 -1.1934 -2.1793
H 1.2566 -1.2028 2.2236
H -0.2176 2.5789 0.5851
C 1.5554 -1.5057 -0.4307
H -1.4646 -0.4335 -1.8323
C -1.7918 1.1029 0.7948
H -0.4620 -1.1352 0.2448
H 1.9096 0.0541 1.5740
H 0.4050 0.6136 -1.4745
C 0.5051 0.7630 -0.4060
H -2.4811 0.4975 0.2042
H 1.5780 -2.4640 0.1044
H -1.5215 0.4909 1.6562
H -2.3946 1.9355 1.1219
N 0.9909 -0.3871 1.6607
H 1.1583 -1.8571 -1.3807
H -1.0125 2.2137 -0.8637
C 0.4961 -0.6315 0.2203
H 1.5465 1.1036 -0.3977
H -1.3137 -1.3202 -3.0710
H 2.5520 -1.1007 -0.5738
H 0.3001 0.1452 2.1877
C -0.6245 1.7322 0.0321
*
```

=====

Here is a 2-piece molecular cluster, C5H16NO overall in a non-equilibrium geometry from the Open Molecules 2025 dataset. Energies are from ωB97M-V/def2-TZVPD.

Values from the calculation:
Kohn-Sham gap (alpha / beta) = 11.76 / 4.59 eV
LUMO (alpha / beta) = -7.118 / -14.239 eV
Energy relative to the best compared isomer or geometry (same formula, charge and spin) = 43.71 kcal per mole

ORCA input file:
```
! wB97M-V def2-TZVPD RIJCOSX def2/J DEFGRID3
* xyz 2 2
H -0.0251 -0.1379 -2.4136
H 2.1720 0.3660 3.2995
H -1.9285 -0.7326 -1.1795
H 2.6327 -0.6814 2.2840
H 1.2974 0.4308 0.3789
N 0.5067 -1.9369 -1.2541
H -1.0966 1.9312 -0.7620
H -0.2455 0.8932 1.9096
H -1.8586 1.3438 1.4710
H -0.4760 -2.3506 -1.1276
C -1.8196 -0.0902 -0.2902
H 0.7547 -1.9502 -0.1898
O 1.9462 -0.0227 2.4700
H -1.9882 -0.6289 0.6841
C -0.7478 0.9714 -0.2767
C -0.8291 1.4925 1.1864
H -2.9077 0.2617 -0.3496
C 0.7039 -0.5104 -1.6821
H -0.6149 2.4806 1.3827
C 0.6908 0.5659 -0.5308
H 1.0364 -2.5981 -1.7544
H 1.7018 -0.5225 -2.1610
H 1.0951 1.4255 -1.0950
*
```

=====

Here is a 3-piece molecular cluster, C5H16NO2 overall in a non-equilibrium geometry from the Open Molecules 2025 dataset. Energies are from ωB97M-V/def2-TZVPD.

Values from the calculation:
Kohn-Sham gap = 9.78 eV
LUMO = -3.082 eV
Energy relative to the best compared isomer or geometry (same formula, charge and spin) = 23.99 kcal per mole

ORCA input file:
```
! wB97M-V def2-TZVPD RIJCOSX def2/J DEFGRID3
* xyz 1 1
C -0.8537 -0.1960 0.1048
H -2.6547 3.5488 -0.6407
H 0.3920 1.4025 -0.6424
H -2.8745 2.3500 0.6220
C 0.3476 0.3277 -0.6642
H -0.6875 -1.2052 0.4732
H -2.2434 1.5240 -2.2378
C -2.5315 2.4941 -0.4054
H 1.5044 -0.3750 0.9812
H 0.3419 0.0307 -1.7113
C -2.2094 0.0512 -0.5558
H 1.8727 -1.0425 -0.4418
N 1.6196 -0.1471 -0.0064
O 2.8221 0.0607 2.6437
H -2.3430 -0.6814 -1.3483
H -3.0089 -0.0555 0.1755
H 0.8686 -3.1798 -1.4647
H 2.3392 0.5593 -0.0538
H 0.9214 -3.4672 -0.0340
H 2.5491 -0.7765 3.0492
C -2.3273 1.4286 -1.1614
H 3.7696 0.0761 2.8384
H -0.8948 0.4380 0.9991
O 1.3808 -2.9076 -0.6828
*
```